8
Properties=species:S:1:pos:R:3:forces:R:3:nbo_charge:R:1 method="wB97M-V/def2-TZVPD" smiles="C#CC=O.I" relative_energy_kcal_mol=35.5 e_homo_ev=-9.86
C -1.4640 -1.3529 0.3351 1.1 2.3 0.5 -0.106
C -1.1747 -0.2178 0.6714 -0.6 -2.9 -0.5 -0.144
C -1.4023 1.0799 1.1840 -3.0 0.5 0.4 0.357
O -0.8159 2.0732 0.9023 1.0 0.9 0.1 -0.474
H -1.4883 -2.3190 -0.0501 -0.2 -1.0 -0.3 0.234
H -2.4513 1.1012 1.7150 1.7 0.1 -0.3 0.131
I 2.6245 0.0107 0.0232 0.5 -0.3 0.2 -0.104
H 1.4188 0.8108 -0.6052 -0.5 0.3 -0.2 0.106


18
Properties=species:S:1:pos:R:3:forces:R:3:nbo_charge:R:1 method="wB97M-V/def2-TZVPD" smiles="NNC(=O)O.COC" relative_energy_kcal_mol=38.5 e_homo_ev=-9.82
N 1.4943 -1.9902 0.0970 0.2 0.2 0.0 -0.670
N 1.6050 -0.9766 1.0615 0.5 -0.3 -0.4 -0.518
C 0.5010 -0.5517 1.7583 0.3 -0.2 -0.2 0.876
O 0.5926 0.2562 2.6416 -0.2 0.3 0.3 -0.632
O -0.6364 -1.1057 1.3545 -0.5 0.0 0.2 -0.677
H 2.0565 -2.8008 0.3440 -0.1 0.2 0.0 0.361
H 1.7684 -1.6521 -0.8225 -0.1 0.0 0.2 0.364
H 2.5062 -0.6030 1.3369 -0.3 -0.1 0.0 0.390
H -0.4519 -1.6496 0.5669 0.1 0.1 0.1 0.507
C -0.0560 1.6110 -0.4465 0.0 0.2 0.0 -0.258
O -0.6599 0.5159 -1.0901 0.1 -0.1 -0.2 -0.555
C -2.0019 0.7726 -1.4221 0.0 0.0 0.0 -0.248
H -0.0938 2.5076 -1.0793 0.0 0.0 0.0 0.164
H 0.9834 1.3471 -0.2647 0.0 0.1 0.0 0.188
H -0.5429 1.8314 0.5095 0.0 0.0 0.0 0.184
H -2.0852 1.6320 -2.1032 0.0 -0.1 0.1 0.163
H -2.5981 0.9746 -0.5247 0.0 0.0 0.0 0.172
H -2.3813 -0.1187 -1.9170 -0.1 0.0 0.0 0.189


28
Properties=species:S:1:pos:R:3:forces:R:3:nbo_charge:R:1 method="wB97M-V/def2-TZVPD" e_homo_ev=-21.47 charge=+3
V 0.2165 0.5511 0.8458 0.3 0.8 0.4 1.496
N 0.1563 0.3609 2.8946 0.0 0.0 0.2 -0.772
C -0.2554 1.5462 3.7363 -0.2 -0.1 0.0 -0.220
C 0.7512 2.6921 3.8917 0.1 -0.2 -0.2 -0.609
C 1.0397 3.6102 2.7905 0.0 0.3 0.7 0.959
O 1.3232 4.4973 2.1909 0.0 0.0 -0.4 -0.153
O 0.8445 1.9876 0.8470 -0.4 -0.8 -0.2 -0.406
H -0.5414 -0.3604 3.1107 0.1 -0.1 0.0 0.452
H 1.0415 -0.0131 3.2522 0.0 0.0 0.0 0.440
H -0.4051 1.1638 4.7475 0.0 0.1 0.0 0.281
H -1.2205 1.8998 3.3777 0.0 0.1 -0.1 0.264
H 1.7358 2.3715 4.2585 0.0 0.0 0.0 0.337
H 0.3478 3.3862 4.6485 0.0 0.0 0.0 0.368
N 2.8444 -0.8638 -1.4837 0.0 0.0 0.0 -0.715
C 1.9184 -1.4469 -0.7625 0.1 0.1 0.0 0.811
N 1.6211 -2.7203 -0.8347 0.0 0.0 0.0 -0.710
O 1.2380 -0.7034 0.1093 0.1 -0.3 -0.1 -0.649
H 3.3862 -1.3746 -2.1704 0.0 0.0 0.0 0.459
H 3.0511 0.1179 -1.3744 0.0 0.0 0.0 0.447
H 2.1162 -3.3492 -1.4558 0.0 0.0 0.0 0.459
H 0.9014 -3.1222 -0.2523 0.0 0.0 0.0 0.449
F -1.5342 2.8813 -1.1644 0.0 0.0 0.0 -0.275
C -1.8580 1.7219 -1.7134 -0.1 0.0 0.0 0.922
F -2.6556 1.8640 -2.7218 0.0 0.0 0.0 -0.221
F -0.7286 1.0893 -2.0753 0.0 0.0 0.0 -0.306
C -2.5417 0.8460 -0.6248 0.1 -0.1 0.2 0.728
O -3.5641 0.3737 -0.4423 -0.1 0.1 0.0 -0.269
O -1.3951 0.5725 0.4425 -0.1 0.1 -0.4 -0.566


62
Properties=species:S:1:pos:R:3:forces:R:3:nbo_charge:R:1 method="wB97M-V/def2-TZVPD" relative_energy_kcal_mol=69.2 e_homo_ev=0.56 charge=-2
Pd -1.5423 -0.2714 0.7859 0.2 -0.2 0.0 0.432
F -0.0138 3.6112 6.2772 0.0 -0.5 0.2 -0.378
C 0.0960 3.2815 4.9259 0.0 0.7 -0.3 0.030
C 1.3643 2.8912 4.4290 0.0 -0.1 0.2 0.197
F 2.4803 3.5056 4.9480 -0.1 0.1 -0.1 -0.357
C 1.4877 2.0516 3.3889 0.2 -0.2 0.0 0.342
F 2.7200 1.9688 2.7639 -0.1 0.1 0.0 -0.376
C 0.3653 1.3714 2.7561 0.1 0.6 0.1 -0.783
P 0.5010 0.5645 1.2702 0.0 -0.4 -0.3 1.146
C 1.0236 1.6777 -0.1424 0.0 0.1 0.3 -0.365
C 2.3455 2.0837 -0.3183 0.1 0.0 0.0 -0.206
C 2.6714 3.0681 -1.2371 0.0 0.0 0.0 -0.217
C 1.6752 3.6819 -1.9877 0.0 0.0 0.0 -0.252
C 0.3549 3.3045 -1.8034 -0.1 0.0 0.0 -0.168
C 0.0363 2.3168 -0.8809 -0.1 -0.1 -0.1 -0.225
C 1.9387 -0.5706 1.3436 -0.2 -0.1 -0.1 -0.361
C 2.3060 -1.1086 2.5719 0.0 0.1 0.0 -0.122
C 3.2920 -2.0810 2.6477 0.0 0.0 0.0 -0.244
C 3.9024 -2.5482 1.4911 0.0 0.0 0.0 -0.230
C 3.5228 -2.0344 0.2588 0.0 0.0 0.0 -0.214
C 2.5460 -1.0534 0.1879 0.0 0.0 0.0 -0.198
C -0.9042 1.9551 3.1939 0.2 -0.4 0.5 -0.173
Br -2.4493 1.7762 1.9805 -0.3 0.2 -0.3 0.019
C -1.0140 2.8207 4.2296 -0.2 -0.2 0.0 0.281
F -2.2595 3.2404 4.6356 0.1 0.1 -0.1 -0.359
H 3.1269 1.6309 0.2795 0.0 0.0 0.0 0.225
H 3.7071 3.3633 -1.3613 0.0 0.0 0.0 0.195
H 1.9288 4.4570 -2.7016 0.0 0.0 0.0 0.193
H -0.4354 3.7798 -2.3725 0.0 0.0 0.0 0.194
H -0.9997 2.0334 -0.7262 0.0 0.0 0.0 0.227
H 1.8020 -0.7504 3.4626 0.0 0.0 0.0 0.230
H 3.5775 -2.4816 3.6132 0.0 0.0 0.0 0.199
H 4.6644 -3.3168 1.5495 0.0 0.0 0.0 0.194
H 3.9763 -2.4079 -0.6516 0.0 0.0 0.0 0.199
H 2.2366 -0.6747 -0.7787 0.0 0.0 0.0 0.222
C -1.8494 1.2464 -4.1376 0.0 0.0 0.0 -0.284
C -0.6459 0.6357 -4.4606 0.0 0.0 0.0 -0.175
C -0.1435 -0.3441 -3.6278 0.0 0.0 0.1 -0.252
C -0.8576 -0.6982 -2.4760 0.1 0.0 0.0 0.195
N -1.9940 -0.0805 -2.1564 -0.1 -0.1 0.1 -0.425
C -2.4740 0.8560 -2.9628 0.1 0.1 -0.1 0.056
C -0.3856 -1.7888 -1.5794 0.0 0.1 -0.2 -0.070
C 0.2692 -2.8769 -2.1678 0.0 -0.1 0.0 -0.220
C 0.7120 -3.9477 -1.4105 0.0 0.1 0.0 -0.255
C 0.4927 -3.9351 -0.0398 0.0 0.0 0.0 -0.209
C -0.1500 -2.8559 0.5434 0.0 0.0 0.1 -0.269
C -0.5963 -1.7572 -0.1960 -0.1 0.0 0.1 -0.131
H -2.2889 2.0094 -4.7664 0.0 0.0 0.0 0.207
H -0.0961 0.9311 -5.3466 0.0 0.0 0.0 0.201
H 0.8104 -0.8073 -3.8392 0.0 0.0 0.0 0.211
H -3.4035 1.3193 -2.6467 0.0 0.0 0.0 0.197
H 0.3936 -2.9093 -3.2439 0.0 0.0 0.0 0.195
H 1.2046 -4.7876 -1.8861 0.0 0.0 0.0 0.195
H 0.8387 -4.7570 0.5769 0.0 0.0 0.0 0.199
H -0.2832 -2.8456 1.6205 0.0 0.0 0.0 0.215
N -3.4638 -1.2447 0.5691 0.0 0.2 -0.1 -0.483
C -4.4483 -1.5704 0.0608 0.1 -0.1 0.1 0.436
C -5.6463 -1.9633 -0.5428 0.0 0.0 0.0 -0.612
C -6.4786 -0.9979 -1.1441 -0.1 0.1 0.0 0.328
N -7.1714 -0.2159 -1.6406 0.0 0.0 0.0 -0.437
C -6.0243 -3.3207 -0.5559 0.0 -0.1 0.0 0.328
N -6.3511 -4.4304 -0.5727 0.0 0.0 0.0 -0.438


14
Properties=species:S:1:pos:R:3:forces:R:3:lowdin_spin:R:1 method="wB97M-V/def2-TZVPD" multiplicity=7 s2=12.914 e_homo_ev="-22.49 / -22.05" charge=+3
Tb 0.7871 2.1851 -0.4268 0.0 2.6 0.6 6.762
O -1.1451 0.6233 -0.2563 2.3 -0.2 -0.7 0.042
C -2.3706 0.4883 0.5002 -1.6 -0.3 0.6 0.003
H -3.1384 0.1309 -0.1912 0.0 0.1 0.2 0.000
H -2.2209 -0.2270 1.3139 0.0 0.2 -0.1 0.000
H -2.5827 1.4960 0.8635 -0.1 -0.3 0.0 0.001
C 2.6620 0.0586 0.1545 -0.4 -0.8 0.7 -0.131
C 1.5566 -0.5591 -0.2851 2.1 2.4 -1.0 -0.481
O 0.7657 0.1508 -1.2597 -1.6 -4.6 1.4 -0.081
C -0.4669 -0.4645 -0.6113 -3.2 0.5 -0.9 -0.018
O -0.8431 -1.5993 -0.4899 2.0 1.6 -0.4 -0.068
Li 0.7107 -2.8125 0.0423 -0.1 -0.9 -0.1 -0.006
H 3.1044 -0.2989 1.0843 0.3 0.3 -0.1 -0.010
H 3.1812 0.8282 -0.4385 0.3 -0.5 -0.1 -0.013


8
Properties=species:S:1:pos:R:3:forces:R:3:nbo_charge:R:1 method="wB97M-V/def2-TZVPD" relative_energy_kcal_mol=14.8 e_homo_ev=-2.43 charge=-1
S 1.4149 0.2839 2.9860 0.0 0.0 -0.1 -1.077
H 0.8643 0.4535 4.1985 0.0 0.0 0.0 0.083
C 0.0261 0.2168 -0.7899 -0.4 -0.2 -0.1 -0.352
C -0.7921 -0.4465 -1.5961 0.2 0.0 0.1 -0.435
H -0.0715 0.1400 0.2864 0.2 0.3 0.1 0.246
H 0.8052 0.8402 -1.2100 0.2 -0.1 0.2 0.181
H -1.6079 -1.0459 -1.2110 0.0 -0.1 0.0 0.184
H -0.6389 -0.4420 -2.6640 -0.2 0.1 -0.2 0.170